No. 1
Molecular formula: C21H17N3O3S
Method: DFT, wB97M-V/def2-TZVPD

Summary:
**Kohn-Sham gap**: 6.0 eV
**Relative energy (zero: lowest compared OMol25 entry of this formula, charge and spin)**: 3.564 eV
**HOMO level**: -7.828 eV
**Calculated total energy**: -1598.52105 Ha
**LUMO**: -1.80 eV
**SMILES**: COC1=CC(=N/S(C)(=O)=O)/C=CC/1=N\c1c2ccccc2nc2ccccc12

Positions of all 45 atoms, in Å:
1 O -2.652231 3.579587 -3.226368
2 O -3.239080 3.809188 -0.894086
3 N -0.710344 4.129385 -1.516505
4 N 1.495985 -0.450724 0.613063
5 N -0.725671 -3.957621 0.718109
6 O 3.049026 2.228319 0.414396
7 C -1.050243 1.728113 -0.896404
8 C -0.472244 0.611612 -0.411296
9 C 1.118598 3.065469 -0.504377
10 C 1.723659 1.946606 0.036909
11 C -0.317369 3.017954 -0.916836
12 C 0.944579 0.624923 0.076674
13 C -1.968617 -2.521064 3.801500
14 C 0.987412 -4.488542 -2.400113
15 C -1.179907 -1.385194 3.888962
16 C 1.723256 -3.263316 -2.534281
17 C -1.756955 -3.392416 2.721163
18 C 0.184251 -4.674059 -1.285677
19 C -0.238140 -1.089279 2.919546
20 C 1.638808 -2.271584 -1.533131
21 C 0.760740 -1.631076 0.698019
22 C -0.823873 -3.079116 1.715790
23 C 0.095809 -3.709718 -0.300037
24 C -0.088660 -1.902634 1.776188
25 C 0.850958 -2.525633 -0.399324
26 C 3.828555 1.227316 1.097001
27 C -2.607471 6.036481 -2.143664
28 S -2.360574 4.282309 -1.969496
29 H -2.078427 1.628107 -1.288151
30 H -1.087497 -0.304376 -0.356614
31 H 1.598358 3.991181 -0.640242
32 H -2.729030 -2.746575 4.561671
33 H 1.007661 -5.222812 -3.205406
34 H -1.287877 -0.705659 4.740994
35 H 2.382433 -3.127299 -3.390043
36 H -2.332978 -4.321378 2.599375
37 H -0.444967 -5.576059 -1.199795
38 H 0.385019 -0.207918 2.993962
39 H 2.205984 -1.334933 -1.577035
40 H 3.341157 0.903201 2.003679
41 H 3.966053 0.361555 0.401169
42 H 4.822143 1.626804 1.341245
43 H -3.634669 6.242849 -1.858286
44 H -1.917518 6.534349 -1.484646
45 H -2.406099 6.313676 -3.187602

Atoms 1-3, force components in eV/Å:
1.2027 1.3887 0.9635
1.2494 1.0195 -0.3017
-1.0159 -0.7000 0.8213

=====

No. 2
Molecular formula: C21H17N6OPRhSTe4
Method: DFT, wB97M-V/def2-TZVPD

Summary:
**Kohn-Sham gap (spin up / spin down)**: 4.3 / 4.9 eV
**Expectation value of S²**: 6.07
**Relative energy (zero: lowest compared OMol25 entry of this formula, charge and spin)**: 1.700 eV
**Spin multiplicity**: 5
**HOMO level (spin up / spin down)**: -2.504 / -4.010 eV
**Calculated total energy**: -3136.27482 Ha
**Charge**: -1
**LUMO (spin up / spin down)**: 1.77 / 0.85 eV

Positions of all 52 atoms, in Å:
1 Rh -0.645963 -1.991153 0.352787
2 O 1.362519 -3.593921 1.699251
3 C 1.250678 -2.637738 0.966343
4 C 2.425210 -1.952656 0.476914
5 C 3.675899 -2.517364 0.395659
6 C 4.736228 -1.674495 -0.002321
7 C 4.600568 -0.368018 -0.370949
8 C 3.310427 0.097634 -0.528766
9 C 2.286684 -0.584635 0.174882
10 P 0.604279 0.111885 0.128740
11 C 0.172723 0.733994 -1.450161
12 C 0.980133 0.594615 -2.590914
13 C 0.815859 1.368512 -3.744024
14 C -0.355169 2.115287 -3.883290
15 C -1.251033 2.246481 -2.818409
16 C -0.988659 1.569198 -1.600030
17 C 0.469357 1.464207 1.307400
18 C -0.538638 1.584161 2.211740
19 C -0.512711 2.523852 3.257170
20 C 0.629216 3.313363 3.395218
21 C 1.611329 3.312326 2.417186
22 C 1.511387 2.445429 1.345897
23 H 3.942799 -3.578417 0.880824
24 H 5.754720 -2.064129 0.322375
25 H 5.412300 0.270197 -0.344974
26 H 3.156946 0.995127 -1.114437
27 H 1.941494 -0.066554 -2.513099
28 H 1.566697 1.349242 -4.591829
29 H -0.465232 2.682761 -4.811567
30 H -2.126506 2.899480 -2.928230
31 H -1.579312 1.692890 -0.729179
32 H -1.363910 0.803526 2.277476
33 H -1.430587 2.668428 3.829583
34 H 0.738619 3.926298 4.224826
35 H 2.456419 3.945288 2.387027
36 H 2.194408 2.487447 0.502377
37 Te -1.601578 -4.584019 0.882729
38 Te -3.661692 -5.040985 -0.850524
39 Te -2.318587 -4.464362 -3.197230
40 Te -0.069226 -3.549612 -1.706295
41 N -5.033662 0.092607 -1.839482
42 N -4.260880 -0.437904 -0.848558
43 N -4.478757 -0.345524 0.475872
44 C -3.439826 -0.919529 0.979357
45 N -2.480888 -1.192685 -0.029245
46 N -3.026099 -0.891628 -1.167757
47 H -5.611889 0.871363 -1.519326
48 H -4.473761 0.175698 -2.665231
49 H -3.280682 -0.943308 2.056198
50 S -0.756543 -1.852432 5.109464
51 C -0.934020 -1.571123 3.495646
52 N -0.921063 -1.519117 2.292887

Atoms 1-3, force components in eV/Å:
0.6262 -0.0271 0.1956
-0.8346 -1.4566 0.8664
1.4656 0.8009 -1.2080

=====

No. 3
Molecular formula: C21H18AlN9
Method: DFT, wB97M-V/def2-TZVPD

Summary:
**Kohn-Sham gap**: 6.2 eV
**Relative energy (zero: lowest compared OMol25 entry of this formula, charge and spin)**: 0.000 eV
**HOMO level**: -13.693 eV
**Calculated total energy**: -1545.81240 Ha
**Charge**: +2
**LUMO**: -7.54 eV

Positions of all 49 atoms, in Å:
1 Al -0.712015 1.125986 0.064882
2 C -0.995864 1.329223 4.332901
3 C -0.686139 1.701256 3.026499
4 N -1.028426 0.954381 1.982836
5 C -1.726347 -0.196420 2.193050
6 C -2.078929 -0.641411 3.471716
7 C -1.682286 0.158752 4.561390
8 C -2.827698 -1.854061 3.606338
9 C -3.212959 -2.559901 2.517372
10 C -2.880103 -2.114516 1.198409
11 C -3.281071 -2.775569 0.020259
12 C -2.947512 -2.252805 -1.208699
13 C -2.191652 -1.085850 -1.276023
14 N -1.777024 -0.457352 -0.178961
15 C -2.127369 -0.945589 1.044102
16 H -0.698688 1.967885 5.152245
17 H -0.155752 2.623035 2.822259
18 H -1.931437 -0.146252 5.570080
19 H -3.093690 -2.189067 4.600458
20 H -3.793108 -3.467335 2.622545
21 H -3.862012 -3.687080 0.088511
22 H -3.265008 -2.733000 -2.122978
23 H -1.918719 -0.646519 -2.227410
24 N -1.416998 2.576400 -0.654300
25 C -1.928193 3.529757 -1.141113
26 C -2.498385 4.594430 -1.693267
27 C -3.719737 4.455500 -2.422129
28 N -4.697357 4.329194 -3.012884
29 C -1.902935 5.886866 -1.561380
30 N -1.417327 6.922884 -1.455239
31 C 4.024948 -0.813623 -3.528707
32 C 4.453797 -1.211094 -2.119150
33 C 3.686724 -2.431735 -1.614754
34 C 4.367988 -0.000305 -1.150301
35 N 2.995885 0.269022 -0.725093
36 C 2.348607 -0.252435 0.336526
37 N 1.106541 0.166820 0.280987
38 N 1.048114 0.937233 -0.827458
39 N 2.167761 1.015732 -1.432417
40 H 4.140682 -1.663951 -4.199920
41 H 4.644711 -0.002525 -3.911013
42 H 2.980355 -0.496202 -3.566442
43 H 5.513581 -1.472359 -2.138544
44 H 2.602919 -2.284937 -1.651446
45 H 3.979194 -2.711942 -0.599253
46 H 3.908855 -3.279476 -2.260588
47 H 4.735379 0.894625 -1.646779
48 H 4.957021 -0.179297 -0.252892
49 H 2.791661 -0.886386 1.085756

Atoms 1-3, force components in eV/Å:
-0.2422 -0.0983 0.0856
-0.0623 -0.0984 0.1380
0.0320 0.0932 -0.0802

=====

No. 4
Molecular formula: C21H18ClN4O4
Method: DFT, wB97M-V/def2-TZVPD

Summary:
**Kohn-Sham gap**: 5.8 eV
**Relative energy (zero: lowest compared OMol25 entry of this formula, charge and spin)**: 0.053 eV
**HOMO level**: -4.347 eV
**Calculated total energy**: -1791.25802 Ha
**Charge**: -1
**LUMO**: 1.50 eV
**SMILES**: CC(C)Oc1ccc(-c2nc(-c3cccc4c3cnn4CCC(=O)[O-])no2)cc1Cl

Positions of all 48 atoms, in Å:
1 O 3.525628 -1.070908 8.729961
2 O 4.231982 -1.090383 6.622498
3 Cl -4.073421 1.171841 -5.057832
4 N -0.244180 -0.666144 -0.156532
5 N -1.904881 -0.471689 1.328303
6 N -1.105956 -0.708020 5.704688
7 O -2.361176 -0.150827 0.039329
8 O -1.455102 0.708286 -6.371287
9 C 3.397040 -0.818978 7.508331
10 C -1.314435 -0.275056 -0.802703
11 C -0.632289 -0.817189 1.150331
12 C -1.301774 -0.727136 4.398418
13 C 2.404288 -2.165452 3.048829
14 C -0.172937 0.248030 -4.350635
15 C -0.179403 -0.048552 -2.974633
16 C -2.591010 0.375234 -2.869616
17 C 1.530456 -1.731193 2.028304
18 C 2.025491 -1.991385 4.358661
19 C -2.587899 0.639351 -4.267922
20 C -1.398970 0.531420 -5.013254
21 C -1.372077 0.016774 -2.217145
22 C 0.263206 -1.196367 2.254984
23 C -0.113225 -1.087929 3.634787
24 C 0.773826 -1.398791 4.640141
25 N 0.190503 -1.088749 5.855317
26 C -0.750491 3.106079 -6.333412
27 C -1.049908 1.817226 -8.443829
28 C 2.111892 -0.136693 7.076178
29 C 0.921065 -1.130977 7.125742
30 C -0.608792 1.701588 -6.976550
31 H -2.247304 -0.426749 3.905166
32 H 3.379709 -2.616000 2.851422
33 H 0.690506 0.168165 -4.960597
34 H 0.743841 -0.273503 -2.476011
35 H -3.541976 0.448917 -2.345639
36 H 1.844734 -1.791371 1.004593
37 H 2.695811 -2.248445 5.174500
38 H -0.380135 3.080482 -5.310142
39 H -1.803631 3.391319 -6.293492
40 H -0.189016 3.853281 -6.902375
41 H -0.912698 0.857047 -9.020623
42 H -0.465487 2.606899 -8.937092
43 H -2.126682 2.045968 -8.473090
44 H 1.894492 0.715041 7.727789
45 H 2.301601 0.271890 6.090847
46 H 0.250673 -0.855778 7.944418
47 H 1.289341 -2.135178 7.298484
48 H 0.418769 1.364603 -6.947606

Atoms 1-3, force components in eV/Å:
-0.5378 0.0750 0.1204
-0.0031 -0.0875 -0.8422
0.6849 -0.3574 0.3771

=====

No. 5
Molecular formula: C21H18F2N2O7S
Method: DFT, wB97M-V/def2-TZVPD

Summary:
**Kohn-Sham gap**: 8.2 eV
**Relative energy (zero: lowest compared OMol25 entry of this formula, charge and spin)**: 0.016 eV
**HOMO level**: -8.736 eV
**Calculated total energy**: -2045.17335 Ha
**LUMO**: -0.55 eV
**SMILES**: O=C(COC(=O)c1ccc(S(=O)(=O)NCc2ccco2)cc1)Nc1ccc(OC(F)F)cc1

Positions of all 51 atoms, in Å:
1 O 3.997938 2.759765 0.496038
2 C 3.002750 2.087313 0.366548
3 N 2.960337 0.752006 0.144495
4 C 4.019967 -0.149344 0.006859
5 C 5.352699 0.241015 0.062371
6 C 6.361738 -0.695496 -0.087223
7 C 6.042843 -2.030314 -0.282245
8 C 4.711929 -2.427797 -0.344831
9 C 3.709328 -1.492873 -0.204331
10 H 2.676238 -1.805399 -0.254734
11 H 4.486596 -3.468735 -0.507676
12 O 6.984331 -3.037671 -0.450779
13 C 8.252157 -2.813829 -0.056642
14 F 8.960011 -2.108673 -0.978816
15 F 8.866675 -3.999948 0.047134
16 H 8.350843 -2.279633 0.908630
17 H 7.387218 -0.361911 -0.070157
18 H 5.599020 1.278156 0.215166
19 H 2.036597 0.347367 0.050285
20 C 1.615130 2.734515 0.446379
21 H 1.489103 3.173382 1.443592
22 H 1.570458 3.538875 -0.294447
23 O 0.559592 1.818632 0.189641
24 C -0.408704 1.701788 1.121325
25 O -0.428142 2.334535 2.143864
26 C -1.434359 0.702100 0.731437
27 C -2.438830 0.408300 1.652795
28 C -3.430298 -0.497904 1.326040
29 C -3.408914 -1.098472 0.082385
30 C -2.412222 -0.829727 -0.836449
31 C -1.417154 0.074755 -0.513665
32 H -0.638944 0.307873 -1.223534
33 H -2.425672 -1.339652 -1.787010
34 S -4.733216 -2.222253 -0.387062
35 O -5.494063 -2.544284 0.779474
36 O -4.170423 -3.264431 -1.188024
37 N -5.722631 -1.338674 -1.391974
38 H -5.276525 -1.113938 -2.267587
39 C -6.451186 -0.244542 -0.792301
40 C -5.597258 0.956778 -0.526426
41 C -5.535991 1.820623 0.525751
42 C -4.509823 2.749762 0.220075
43 C -4.022322 2.380133 -0.991686
44 O -4.673649 1.297191 -1.455938
45 H -3.247299 2.784650 -1.611089
46 H -4.184345 3.570954 0.823917
47 H -6.145710 1.801139 1.404752
48 H -7.284110 0.015010 -1.456190
49 H -6.855924 -0.622293 0.148291
50 H -4.221662 -0.752980 2.012500
51 H -2.424123 0.904156 2.611072

Atoms 1-3, force components in eV/Å:
0.1508 0.2567 0.0355
-0.6614 -0.1560 -0.0660
-0.4963 -0.2455 -0.0461